1.
C8H24O4 | wB97M-V/def2-TZVPD

Each line ends with the Mulliken charge.
CARTESIAN COORDINATES (ANGSTROEM)
C -2.614 -1.945 -1.313  -1.243
C -2.280 -0.624 -1.996  0.105
O -2.580 0.384 -1.017  -0.875
H -2.257 -1.958 -0.283  0.241
H -2.310 -2.785 -1.937  0.339
H -3.697 -2.068 -1.329  0.348
H -2.811 -0.517 -2.942  0.478
H -1.210 -0.670 -2.199  -0.058
H -1.822 0.444 -0.431  0.848
C 0.541 -1.364 0.449  -1.146
C 0.303 -0.156 -0.459  0.040
O -0.952 0.486 -0.132  -0.730
H 1.452 -1.940 0.293  0.519
H -0.291 -2.065 0.376  0.139
H 0.559 -1.139 1.515  -0.108
H 0.226 -0.548 -1.473  0.235
H 1.080 0.607 -0.411  0.474
H -0.799 1.389 -0.422  0.591
C -0.596 3.118 -2.807  -1.547
C -0.289 1.826 -2.218  -0.016
O 0.439 1.991 -1.057  -0.704
H 0.241 3.507 -3.387  0.366
H -0.743 3.836 -2.000  0.325
H -1.500 3.096 -3.415  0.369
H 0.188 1.223 -2.990  0.300
H -1.134 1.158 -2.054  0.194
H 1.281 2.406 -1.258  0.415
C 1.602 -1.099 3.390  -0.623
C 2.679 -0.386 4.291  -0.483
O 3.563 -1.220 4.891  -0.524
H 0.937 -0.459 2.810  0.294
H 0.944 -1.721 3.996  0.292
H 2.116 -1.755 2.687  0.203
H 2.175 0.290 4.981  0.311
H 3.357 0.145 3.622  0.304
H 4.202 -1.484 4.226  0.325

The total charge is 0. Its HOMO-LUMO gap is 8.41 eV. As for the energy above the lowest of the compared OMol25 structures with the same formula, charge and spin: 8.4765 eV. The LUMO energy is 0.0085 Ha. The highest occupied orbital energy comes out at -8.2 eV.

2.
C8H25O5V | wB97M-V/def2-TZVPD

Each line ends with the Mulliken charge.
CARTESIAN COORDINATES (ANGSTROEM)
V 0.683 -2.001 1.398  0.163
O 0.966 -1.298 -0.531  -0.794
H 1.545 -1.415 -1.310  0.163
C -2.596 -0.198 0.776  -0.856
C -2.366 -1.647 1.421  -0.355
O -1.463 -2.381 0.630  -0.362
H -1.713 0.409 0.579  0.090
H -3.143 0.265 1.597  0.383
H -3.171 -0.270 -0.147  0.387
H -3.342 -2.132 1.426  0.337
H -2.074 -1.496 2.460  0.324
H -1.946 -2.431 -0.197  0.255
C 2.700 3.002 -0.825  -1.235
C 2.004 1.796 -1.496  -0.208
O 1.008 1.424 -0.683  -0.541
H 3.488 3.446 -1.434  0.393
H 3.143 2.816 0.153  0.253
H 1.936 3.778 -0.775  0.293
H 2.737 0.991 -1.544  0.350
H 1.615 2.034 -2.486  0.290
H 0.994 0.466 -0.740  0.236
C -1.435 -0.595 -3.189  -0.752
C -0.686 -2.001 -3.495  -0.330
O -0.637 -2.711 -2.290  -0.496
H -2.502 -0.816 -3.189  0.282
H -1.402 0.074 -4.049  0.387
H -1.157 -0.083 -2.267  0.076
H 0.357 -1.874 -3.784  0.269
H -1.175 -2.651 -4.221  0.276
H 0.089 -2.379 -1.755  0.321
C 0.398 0.940 4.287  -1.108
C 1.349 0.887 2.996  -0.265
O 0.654 0.246 1.902  -0.177
H -0.163 0.016 4.425  0.251
H -0.376 1.667 4.040  0.301
H 0.886 1.178 5.233  0.373
H 2.237 0.286 3.191  0.332
H 1.831 1.835 2.756  0.301
H 0.728 0.822 1.137  0.391

As for the expectation value of S²: 6.00. The total charge is 0. Its HOMO-LUMO gap (alpha / beta) is 5.98 / 10.11 eV. The LUMO energy (alpha / beta) is 0.0221 / 0.0182 Ha. Its spin multiplicity is 5. The highest occupied orbital energy (alpha / beta) comes out at -5.4 / -9.6 eV.

3.
C8H26AgO13P | wB97M-V/def2-TZVPD

Each line ends with the Mulliken charge.
CARTESIAN COORDINATES (ANGSTROEM)
Ag 16.901 -4.231 1.926  1.265
P 17.566 -2.024 3.581  0.421
O 16.977 -0.658 3.252  -0.781
O 16.372 -3.065 3.637  -0.738
O 18.421 -2.061 4.804  -0.868
O 18.378 -2.600 2.355  -0.714
O 16.753 -6.021 3.796  -0.401
H 16.380 -6.853 4.109  0.201
H 17.317 -5.699 4.512  0.240
C 14.835 -6.104 0.252  -0.432
C 13.997 -5.462 1.327  -0.602
O 14.515 -4.134 1.545  -0.311
O 16.151 -6.294 0.782  -0.379
H 14.846 -5.537 -0.683  0.159
H 14.374 -7.075 0.007  0.487
H 14.063 -6.087 2.226  0.277
H 12.952 -5.379 0.991  0.368
H 13.960 -3.667 2.180  0.224
H 16.553 -7.034 0.317  0.215
C 17.191 -4.329 -2.648  -0.288
C 17.905 -3.697 -1.491  -0.647
O 17.111 -3.528 -0.344  0.004
O 16.339 -3.316 -3.250  -0.530
H 16.584 -5.186 -2.324  0.140
H 17.917 -4.683 -3.396  0.395
H 18.322 -2.743 -1.852  0.345
H 18.783 -4.289 -1.215  0.287
H 16.479 -2.798 -0.489  0.105
H 15.761 -3.739 -3.891  0.287
C 16.054 0.921 0.931  -0.442
C 14.986 -0.174 1.064  -0.509
O 15.612 -1.452 1.068  -0.331
O 16.631 1.275 2.166  -0.742
H 15.630 1.812 0.450  0.344
H 16.815 0.509 0.247  0.141
H 14.300 -0.197 0.210  0.305
H 14.466 -0.070 2.022  0.286
H 16.266 -1.362 1.832  0.413
H 16.925 0.444 2.638  0.633
C 19.905 -6.193 1.516  -0.529
C 21.014 -6.252 2.567  -0.604
O 20.536 -6.496 3.876  -0.545
O 19.134 -5.024 1.645  0.116
H 19.249 -7.061 1.584  0.225
H 20.414 -6.211 0.531  0.251
H 21.556 -5.292 2.508  0.343
H 21.705 -7.060 2.321  0.381
H 19.930 -5.769 4.091  0.334
H 19.712 -4.250 1.762  0.202

As for the expectation value of S²: 0.76. The total charge is -1. Its HOMO-LUMO gap (alpha / beta) is 6.53 / 6.41 eV. The LUMO energy (alpha / beta) is 0.0741 / 0.0740 Ha. Its spin multiplicity is 2. The highest occupied orbital energy (alpha / beta) comes out at -4.5 / -4.4 eV.